Record 1
Density functional theory data (ωB97M-V/def2-TZVPD) for CH3OPS as an isolated structure.

As for the lowest unoccupied orbital energy: -0.287 eV. Its HOMO energy is -7.595 eV. The largest force on an atom comes out at 4.4 eV/Å. The net charge is 0. The value obtained for the energy above the lowest of the compared OMol25 structures with the same formula, charge and spin is 57.9 kcal per mole. The calculation puts the frontier orbital gap at 7.31 eV. The total energy is -23254.3323 eV.

Positions of all 7 atoms, in Å:
1 C -1.0407 0.6427 0.7161
2 O 1.3666 -0.4053 -1.2865
3 P 1.1279 -0.3501 0.3174
4 S -2.2426 -0.1547 0.1975
5 H -1.1110 1.4473 1.3931
6 H 1.3387 0.5455 -1.7310
7 H 0.5612 -1.7252 0.3935

Record 2
Density functional theory data (ωB97M-V/def2-TZVPD) for a 2-piece molecular cluster, CH3P overall.

As for the lowest unoccupied orbital energy (alpha / beta): -0.434 / -0.434 eV. Its HOMO energy (alpha / beta) is -9.356 / -9.355 eV. The largest force on an atom comes out at 4.5 eV/Å. The net charge is 0. The value obtained for the energy above the lowest of the compared OMol25 structures with the same formula, charge and spin is 76.1 kcal per mole. The calculation puts the frontier orbital gap (alpha / beta) at 8.92 / 8.92 eV. The total energy is -10369.3489 eV.

Positions of all 5 atoms, in Å:
1 C -0.1649 0.6210 -0.4232
2 P 1.2702 1.1425 0.1587
3 H -0.7766 0.9025 -1.2481
4 H -0.7513 -1.1018 0.2457
5 H 1.4831 0.1862 1.1608

Record 3
Density functional theory data (ωB97M-V/def2-TZVPD) for one molecule with the formula CH3PS.

As for the lowest unoccupied orbital energy: -1.683 eV. Its SMILES is CP=S. Its HOMO energy is -8.869 eV. The largest force on an atom comes out at 4.3 eV/Å. The net charge is 0. The value obtained for the energy above the lowest of the compared OMol25 structures with the same formula, charge and spin is 4.1 kcal per mole. The calculation puts the frontier orbital gap at 7.19 eV. The total energy is -21208.7655 eV.

Positions of all 6 atoms, in Å:
1 C 0.3415 0.1955 -0.0347
2 P 1.9793 1.0502 0.0044
3 S 3.3201 -0.6078 -0.0016
4 H -0.3121 0.6250 0.7256
5 H -0.1148 0.3733 -1.0093
6 H 0.4489 -0.8744 0.1267

Record 4
Density functional theory data (ωB97M-V/def2-TZVPD) for CH4AgO as an isolated structure.

As for the lowest unoccupied orbital energy (alpha / beta): -0.790 / -0.791 eV. Its HOMO energy (alpha / beta) is -8.675 / -9.134 eV. The largest force on an atom comes out at 4.2 eV/Å. The net charge is 0. The value obtained for the energy above the lowest of the compared OMol25 structures with the same formula, charge and spin is 30.7 kcal per mole. The spin multiplicity is 2. The calculation puts the frontier orbital gap (alpha / beta) at 7.89 / 8.34 eV. The total energy is -7142.2282 eV.

Positions of all 7 atoms, in Å:
1 O -2.4165 -0.2467 0.1370
2 Ag -1.1009 -1.5535 0.1522
3 H -1.2875 0.6134 -0.1130
4 C 0.2912 0.5168 -0.2808
5 H 0.4129 1.1045 0.6391
6 H 1.2397 -0.0192 -0.4154
7 H 0.1932 1.0573 -1.2401

Record 5
Density functional theory data (ωB97M-V/def2-TZVPD) for a 2-piece molecular cluster, CH4BNO2 overall.

As for the lowest unoccupied orbital energy (alpha / beta): -1.562 / -1.561 eV. Its HOMO energy (alpha / beta) is -10.045 / -10.047 eV. The largest force on an atom comes out at 6.4 eV/Å. The net charge is 0. The value obtained for the energy above the lowest of the compared OMol25 structures with the same formula, charge and spin is 133.9 kcal per mole. The calculation puts the frontier orbital gap (alpha / beta) at 8.48 / 8.49 eV. The total energy is -7355.5961 eV.

Positions of all 9 atoms, in Å:
1 B -1.2194 -0.7439 -0.2346
2 C 1.3426 0.4494 -0.2096
3 N 0.3318 1.1250 0.0113
4 O -0.0158 2.2877 -0.1031
5 O -0.7395 0.2449 0.5220
6 H -0.9767 -0.9860 -1.3424
7 H -1.9420 -1.4684 0.3225
8 H 2.4322 0.6836 -0.4685
9 H 0.8122 -1.3853 -0.0817

Record 6
Density functional theory data (ωB97M-V/def2-TZVPD) for a 2-piece molecular cluster, CH4BrClSi overall.

As for the lowest unoccupied orbital energy (alpha / beta): 0.634 / -2.238 eV. Its HOMO energy (alpha / beta) is -8.614 / -11.149 eV. The largest force on an atom comes out at 4.1 eV/Å. The net charge is 0. The value obtained for the energy above the lowest of the compared OMol25 structures with the same formula, charge and spin is 0.0 kcal per mole. The spin multiplicity is 3. The calculation puts the frontier orbital gap (alpha / beta) at 9.25 / 8.91 eV. The total energy is -91539.0310 eV.

Positions of all 8 atoms, in Å:
1 C 4.0025 -0.4746 -0.6134
2 Si 0.2035 -0.0574 -0.0554
3 Cl 3.4508 -1.9042 0.1084
4 Br 4.3620 0.9563 0.5648
5 H 1.3404 0.3946 -0.6861
6 H 0.0802 0.6235 1.3625
7 H 0.0234 -1.4665 0.0487
8 H -0.9458 0.5178 -1.0324

Record 7
Density functional theory data (ωB97M-V/def2-TZVPD) for CH4CeO2 as an isolated structure.

As for the lowest unoccupied orbital energy (alpha / beta): -10.698 / -11.044 eV. Its HOMO energy (alpha / beta) is -18.775 / -18.739 eV. The largest force on an atom comes out at 2.8 eV/Å. The net charge is +2. The spin multiplicity is 3. The calculation puts the frontier orbital gap (alpha / beta) at 8.08 / 7.70 eV. The total energy is -18100.0831 eV.

Positions of all 8 atoms, in Å:
1 H 2.5625 0.1428 -1.4724
2 O 0.6479 0.2274 -0.8597
3 Ce 2.6131 1.0219 0.4088
4 O -0.6336 0.0646 -0.8090
5 C -1.1799 -0.3110 0.4656
6 H -2.1631 -0.7355 0.2427
7 H -0.5225 -1.0213 0.9816
8 H -1.3245 0.6110 1.0423

Record 8
Density functional theory data (ωB97M-V/def2-TZVPD) for a 2-piece molecular cluster, CH4Cl2N2 overall.

As for the lowest unoccupied orbital energy (alpha / beta): -0.152 / -1.386 eV. Its HOMO energy (alpha / beta) is -9.920 / -7.095 eV. The largest force on an atom comes out at 2.9 eV/Å. The net charge is 0. The value obtained for the energy above the lowest of the compared OMol25 structures with the same formula, charge and spin is 80.4 kcal per mole. The calculation puts the frontier orbital gap (alpha / beta) at 9.77 / 5.71 eV. The total energy is -29121.3402 eV.

Positions of all 9 atoms, in Å:
1 C 0.3577 -0.2407 -0.6241
2 N -0.5797 -0.1217 1.8522
3 N -0.2031 0.7544 -1.2180
4 Cl 0.9495 -0.2907 2.4330
5 Cl -0.6393 0.5997 -3.0287
6 H -0.0778 -1.1939 -0.8370
7 H 1.1211 -0.1843 0.1878
8 H -0.9747 -1.0165 2.3461
9 H 0.0462 1.6937 -1.1113

Record 9
Density functional theory data (ωB97M-V/def2-TZVPD) for one molecule with the formula CH4Cl3NSi.

As for the lowest unoccupied orbital energy: 0.568 eV. Its SMILES is [SiH3]NC(Cl)(Cl)Cl. Its HOMO energy is -10.209 eV. The largest force on an atom comes out at 4.3 eV/Å. The net charge is 0. The value obtained for the energy above the lowest of the compared OMol25 structures with the same formula, charge and spin is 83.4 kcal per mole. The calculation puts the frontier orbital gap at 10.78 eV. The total energy is -48035.8179 eV.

Positions of all 10 atoms, in Å:
1 Si 0.6400 -0.0237 -0.0093
2 N -0.8318 -0.9837 -0.3991
3 C -0.9071 -1.7277 -1.8588
4 Cl -2.6102 -1.9866 -2.2082
5 Cl -0.0699 -3.2220 -2.0474
6 Cl -0.2151 -0.6384 -3.0907
7 H 0.8035 -0.1051 1.5855
8 H 1.9170 -0.0971 -0.8077
9 H 0.2490 1.3565 -0.5400
10 H -1.1506 -1.7074 0.2159

Record 10
Density functional theory data (ωB97M-V/def2-TZVPD) for CH4ClCuN2O as an isolated structure.

As for the lowest unoccupied orbital energy (alpha / beta): -4.762 / -8.997 eV. Its HOMO energy (alpha / beta) is -13.437 / -13.431 eV. The largest force on an atom comes out at 5.3 eV/Å. The net charge is +1. The value obtained for the energy above the lowest of the compared OMol25 structures with the same formula, charge and spin is 2.2 kcal per mole. The spin multiplicity is 2. The calculation puts the frontier orbital gap (alpha / beta) at 8.67 / 4.43 eV. The total energy is -63282.8854 eV.

Positions of all 10 atoms, in Å:
1 Cu -3.7823 -1.6124 -1.9884
2 Cl -1.4821 -0.8998 -2.3890
3 C 0.9480 0.5823 0.8200
4 O 1.5940 1.2075 1.6931
5 N -0.1426 1.1231 0.2320
6 N 1.2515 -0.7064 0.5140
7 H -0.6483 0.6034 -0.4691
8 H -0.5157 1.8847 0.7841
9 H 2.2219 -0.8978 0.7458
10 H 0.5556 -1.2845 0.0577